1.
{
  "formula": "C33H73BrN3O8",
  "method": "ωB97M-V/def2-TZVPD",
  "elements": ["C", "C", "C", "C", "C", "C", "C", "C", "C", "C", "C", "C", "N", "C", "C", "C", "C", "C", "N", "N", "Br", "H", "H", "H", "H", "H", "H", "H", "H", "H", "H", "H", "H", "H", "H", "H", "H", "H", "H", "H", "H", "H", "H", "H", "H", "H", "C", "C", "O", "H", "H", "H", "H", "H", "H", "C", "C", "O", "H", "H", "H", "H", "H", "H", "C", "C", "O", "H", "H", "H", "H", "H", "H", "C", "C", "O", "H", "H", "H", "H", "H", "H", "C", "C", "O", "H", "H", "H", "H", "H", "H", "C", "C", "O", "H", "H", "H", "H", "H", "H", "C", "C", "O", "H", "H", "H", "H", "H", "H", "C", "C", "O", "H", "H", "H", "H", "H", "H"],
  "coordinates": [[0.621, -2.599, 6.721], [1.385, -2.690, 5.641], [0.806, -2.448, 4.238], [0.839, -0.873, 4.157], [0.914, -0.354, 2.733], [2.079, -0.448, 2.014], [2.165, -0.023, 0.726], [1.039, 0.516, 0.132], [1.127, 0.955, -1.328], [-0.113, 0.643, 0.845], [-0.194, 0.210, 2.152], [-0.590, -3.118, 4.211], [-0.633, -3.513, 2.789], [-1.915, -3.567, 2.062], [-2.832, -2.338, 2.214], [-2.908, -1.474, 0.932], [-4.260, -2.884, 2.463], [0.501, -3.436, 2.179], [0.746, -3.592, 0.861], [1.504, -3.100, 3.135], [2.532, -4.624, 3.556], [1.041, -2.926, 7.663], [-0.387, -2.202, 6.696], [2.439, -2.907, 5.780], [1.672, -0.515, 4.759], [-0.095, -0.541, 4.612], [2.912, -0.888, 2.553], [3.094, -0.121, 0.177], [2.122, 1.373, -1.475], [0.318, 1.660, -1.500], [1.050, 0.063, -1.953], [-1.003, 1.065, 0.392], [-1.102, 0.306, 2.735], [-1.429, -2.568, 4.612], [-0.403, -4.061, 4.733], [-2.459, -4.473, 2.338], [-1.695, -3.672, 1.002], [-2.576, -1.670, 3.040], [-3.054, -0.437, 1.239], [-3.763, -1.769, 0.328], [-1.980, -1.496, 0.357], [-4.256, -3.528, 3.346], [-4.996, -2.089, 2.538], [-4.484, -3.551, 1.626], [0.593, -2.844, 0.204], [1.130, -4.468, 0.545], [5.445, 2.931, 1.597], [6.187, 1.631, 1.838], [5.374, 0.717, 2.592], [5.165, 3.393, 2.544], [6.060, 3.631, 1.032], [4.520, 2.750, 1.040], [7.095, 1.812, 2.408], [6.463, 1.163, 0.894], [4.577, 0.550, 2.083], [-3.550, 0.140, -3.399], [-3.341, -1.337, -3.131], [-4.222, -1.811, -2.112], [-3.391, 0.719, -2.487], [-2.871, 0.501, -4.168], [-4.572, 0.332, -3.728], [-2.323, -1.522, -2.783], [-3.506, -1.920, -4.042], [-5.125, -1.666, -2.411], [-2.684, 4.080, -5.801], [-3.023, 2.906, -6.696], [-4.012, 2.067, -6.095], [-2.315, 3.728, -4.835], [-1.923, 4.713, -6.259], [-3.568, 4.682, -5.612], [-2.141, 2.291, -6.870], [-3.397, 3.257, -7.663], [-4.797, 2.604, -5.950], [9.246, 0.745, -1.880], [9.314, 1.931, -0.936], [8.763, 1.607, 0.340], [8.213, 0.418, -2.007], [9.657, 0.997, -2.859], [9.806, -0.102, -1.477], [8.739, 2.767, -1.331], [10.350, 2.257, -0.805], [9.275, 0.876, 0.701], [-6.418, 7.586, -6.196], [-5.040, 7.080, -5.814], [-4.424, 6.387, -6.899], [-7.057, 6.757, -6.502], [-6.891, 8.105, -5.361], [-6.355, 8.274, -7.042], [-5.108, 6.378, -4.982], [-4.395, 7.911, -5.510], [-4.350, 7.006, -7.632], [1.277, -0.785, -5.294], [0.202, 0.275, -5.449], [0.787, 1.572, -5.533], [1.873, -0.592, -4.401], [0.837, -1.781, -5.217], [1.961, -0.772, -6.145], [-0.464, 0.272, -4.588], [-0.397, 0.095, -6.348], [1.369, 1.583, -6.299], [-9.221, -2.811, 2.113], [-8.178, -3.911, 2.176], [-7.269, -3.701, 3.257], [-8.742, -1.838, 1.996], [-9.907, -2.968, 1.280], [-9.801, -2.777, 3.038], [-7.588, -3.931, 1.260], [-8.656, -4.888, 2.298], [-7.782, -3.694, 4.071], [6.228, -1.591, 6.026], [7.121, -0.383, 6.252], [7.824, -0.036, 5.065], [6.821, -2.445, 5.696], [5.698, -1.863, 6.941], [5.494, -1.383, 5.243], [7.866, -0.596, 7.017], [6.526, 0.477, 6.579], [7.167, 0.163, 4.389]],
  "total_energy_ha": -4640.991196,
  "charge": 1
}

2.
{
  "formula": "C4H7N3O",
  "method": "ωB97M-V/def2-TZVPD",
  "elements": ["N", "N", "C", "N", "C", "C", "C", "O", "H", "H", "H", "H", "H", "H", "H"],
  "coordinates": [[2.637, -0.014, -0.152], [1.571, -0.918, 0.192], [0.387, -0.306, 0.261], [0.444, 1.063, 0.095], [-0.852, 1.653, -0.273], [-1.763, 0.874, -0.006], [-1.113, -0.536, 0.370], [-1.691, -1.670, -0.381], [2.593, 0.263, -1.209], [3.635, -0.556, -0.076], [1.152, 1.872, 0.448], [-0.864, 2.761, -0.102], [-2.824, 0.861, -0.248], [-1.703, -0.665, 1.516], [-0.975, -2.205, -0.347]],
  "smiles": "N/N=C1\\NC=C[C@H]1O",
  "total_energy_ha": -395.936249,
  "relative_energy_kj_mol": 557.0
}

Number 1: Kohn-Sham gap 7.66 eV. Number 2: Kohn-Sham gap 8.67 eV.